Formula: C12H41N3O7
Source: the Open Molecules 2025 dataset
Level of theory: the ωB97M-V functional and the def2-TZVPD basis

```
63
Properties=species:S:1:pos:R:3:forces:R:3
O -1.678 -3.174 -3.183 0.0 0.1 0.0
H -2.346 -2.948 -2.526 0.1 0.0 0.0
H -1.306 -2.319 -3.452 -0.1 -0.2 0.0
O 1.194 4.192 5.359 0.1 0.0 0.1
H 1.836 3.486 5.495 -0.1 0.1 0.0
H 1.191 4.685 6.187 0.0 0.0 -0.1
O -2.358 -0.137 -1.390 -0.3 -0.1 0.1
H -1.916 -0.283 -0.542 0.0 0.1 -0.4
H -1.640 -0.113 -2.034 0.0 0.0 0.0
O -0.546 -0.636 -3.924 0.1 0.4 -0.1
H -0.957 -0.154 -4.653 0.0 -0.1 0.1
H 0.313 -0.212 -3.803 -0.1 -0.1 0.0
C 0.811 1.984 2.751 0.1 0.4 0.0
C 0.053 1.349 1.586 -0.6 -1.6 0.3
C 0.909 0.315 0.792 0.6 1.3 -0.3
O 0.080 -0.395 -0.103 -0.5 -0.2 0.3
C 0.749 -1.280 -0.948 2.2 0.0 -0.4
N -1.118 0.627 2.151 0.5 -0.3 0.2
H 0.441 1.590 3.699 0.2 -0.4 -0.1
H 0.652 3.056 2.880 0.0 0.0 -0.4
H 1.887 1.823 2.664 0.0 0.0 0.1
H -0.374 2.067 0.885 0.3 0.2 -0.1
H 1.505 -0.341 1.439 -0.4 -0.2 0.2
H 1.663 0.850 0.191 0.0 0.1 0.0
H 1.348 -2.038 -0.425 -0.7 -0.3 0.4
H 1.585 -0.775 -1.473 -0.3 0.4 -0.2
H 0.135 -1.725 -1.722 -0.5 -0.1 0.4
H -1.344 -0.096 1.484 -0.5 0.2 -0.4
H -0.779 0.032 2.913 -0.1 0.4 0.2
C 2.891 0.926 -5.495 1.3 0.8 -0.3
C 1.906 1.969 -5.049 -1.5 0.6 0.7
C 1.826 2.258 -3.540 0.1 -0.3 -1.4
O 0.627 2.979 -3.340 0.1 0.2 0.2
C 0.189 2.875 -2.004 -0.2 0.4 0.5
N 2.029 3.259 -5.764 -0.1 -0.7 -0.1
H 3.060 0.119 -4.783 -0.7 -0.4 -0.3
H 3.910 1.327 -5.597 -0.2 0.4 0.1
H 2.624 0.653 -6.517 0.0 -0.7 0.2
H 0.884 1.597 -5.242 0.1 -0.4 -0.1
H 2.736 2.812 -3.288 -0.1 0.1 0.6
H 1.736 1.299 -3.018 0.4 0.0 0.3
H 0.033 1.826 -1.735 0.1 0.0 0.2
H -0.749 3.404 -1.830 -0.1 -0.1 -0.6
H 0.876 3.372 -1.310 0.3 -0.3 0.0
H 1.902 3.045 -6.753 0.2 0.2 0.0
H 1.191 3.782 -5.517 0.2 0.2 0.1
C -3.324 -2.425 3.058 0.3 1.2 -0.4
C -1.928 -2.723 2.465 -0.8 -1.0 -0.4
C -0.928 -2.987 3.570 1.0 0.1 -0.2
O -0.962 -1.909 4.483 -0.3 -0.5 0.0
C -0.172 -2.088 5.633 0.0 0.6 0.5
N -1.964 -3.878 1.540 0.1 -1.1 0.8
H -3.514 -2.776 4.072 0.3 -0.4 -0.1
H -4.093 -2.807 2.389 -0.1 0.0 0.0
H -3.445 -1.338 3.103 -0.1 -0.1 0.1
H -1.566 -1.957 1.779 -0.2 0.5 0.6
H 0.100 -3.088 3.191 -0.1 0.0 -0.3
H -1.123 -3.955 4.053 -0.4 0.1 0.2
H 0.813 -1.627 5.508 0.1 -0.1 -0.1
H -0.034 -3.118 5.973 -0.2 -0.2 -0.4
H -0.688 -1.558 6.437 0.1 0.0 0.0
H -1.942 -4.741 2.095 0.3 0.2 -0.1
H -2.891 -3.959 1.136 0.0 0.4 -0.3
```
Positions in Å, forces in eV/Å.

Properties
structure (SMILES): COC[C@H](C)N.COC[C@H](C)N.COC[C@H](C)N.O.O.O.O
orbital gap: 9.83 eV
maximum force: 2.22 eV/Å
total energy: -1172.65591 hartree
highest occupied orbital energy: -9.3 eV
total charge: 0
ΔE to the lowest compared entry with this formula, charge and spin: 1.549 eV

In elementary charge units, the Löwdin charges are: -0.07 0.03 -0.02 -0.06 0.03 0.04 -0.06 0.01 -0.01 -0.04 0.08 0.04 -0.05 -0.37 -0.19 -0.24 -0.10 0.05 0.07 0.07 0.08 0.13 0.13 0.12 0.10 0.08 0.07 0.02 0.05 -0.06 -0.46 -0.21 -0.18 -0.10 0.05 0.08 0.08 0.08 0.12 0.14 0.10 0.07 0.10 0.09 0.07 0.07 -0.04 -0.41 -0.22 -0.20 -0.11 0.03 0.08 0.07 0.08 0.10 0.13 0.13 0.09 0.09 0.09 0.07 0.06